No. 1
Below is C3H4O2 in the gas phase, with properties calculated with wB97M-V/def2-TZVPD.

Values from the calculation:
Kohn-Sham gap (eV): 10.99
ΔE to the lowest compared entry with this formula, charge and spin (kJ/mol): 171.1
E_HOMO (eV): -10.238
Multiplicity: 1
Total charge: 0

Positions of all 9 atoms, in Å:
O -1.71736 1.56534 -0.31328
C -0.72006 1.13792 0.21426
C -0.37579 -0.31776 0.27704
C 0.84591 -0.75417 -0.42104
O 0.81322 -0.62834 0.98567
H 0.04653 1.79590 0.67640
H -1.21217 -1.01434 0.38377
H 0.87822 -1.76608 -0.82651
H 1.48426 -0.03245 -0.93268

---

No. 2
Below is a molecular structure, C24H18F5IN14O2S2W, with properties calculated with wB97M-V/def2-TZVPD.

Values from the calculation:
Kohn-Sham gap (alpha / beta) (eV): 4.78 / 4.78
ΔE to the lowest compared entry with this formula, charge and spin (kJ/mol): 0.0
E_HOMO (alpha / beta) (eV): -1.205 / -1.207
Multiplicity: 1
Total charge: -2

Positions of all 67 atoms, in Å:
W -0.94852 -0.03845 -0.63911
N -0.00940 3.44124 -0.08312
C -0.87643 3.21712 -1.12412
N -1.30063 4.14378 -1.96928
N -2.10460 3.48834 -2.80604
N -2.17206 2.25221 -2.49599
N -1.40469 2.01156 -1.42363
C -0.05710 2.60205 1.00422
N 0.31551 2.91487 2.23643
N 0.10224 1.80083 2.94127
N -0.36800 0.87808 2.19729
N -0.48325 1.32638 0.94246
H 0.22494 4.40557 0.10364
S 2.75946 1.97835 -2.94002
C 1.52459 1.20724 -2.32322
N 0.58986 0.62546 -1.90170
N 1.06909 -0.41770 0.35213
C 2.17488 -0.04880 0.42016
C 3.46124 0.45410 0.48192
C 4.58291 -0.35981 0.21454
C 5.84585 0.17912 0.26547
C 6.03574 1.52523 0.56617
C 4.93179 2.33283 0.83335
C 3.66050 1.81564 0.80396
H 4.42392 -1.39703 -0.03682
H 6.70328 -0.44694 0.05548
H 7.03344 1.94461 0.58582
H 5.08051 3.38274 1.04964
H 2.80043 2.43519 1.00784
C -4.16760 2.09360 1.49608
O -2.94316 1.51942 1.05838
C -2.94940 0.73255 -0.05973
O -3.99572 0.60143 -0.67334
H -4.04863 3.17705 1.56000
H -4.40223 1.69439 2.48281
H -4.95753 1.83995 0.78452
F 0.29381 -1.91954 -2.58711
C -0.19030 -2.13741 -1.28856
F -1.31789 -2.93012 -1.53416
C 0.78964 -3.20997 -0.76156
F 2.03712 -2.78098 -0.51541
F 0.35720 -3.81525 0.34803
F 0.96173 -4.21342 -1.66331
C 2.39839 -2.13072 3.01075
C 0.91926 -2.27352 3.20084
C 0.38927 -2.78416 4.38803
C -0.99084 -2.88010 4.44940
N -1.78085 -2.52817 3.45586
C -1.18418 -2.04538 2.35944
S -2.20240 -1.63789 1.03363
N 0.13342 -1.91357 2.20496
H 2.94503 -2.66126 3.78917
H 2.66812 -1.07619 3.05128
H 2.68543 -2.51562 2.03542
H 1.02667 -3.09504 5.20369
H -1.48576 -3.25819 5.34097
I -5.89665 -2.37438 -3.24410
C -4.13099 -1.22978 -3.40229
C -3.84368 -0.61138 -4.61542
C -2.57818 -0.02661 -4.70004
C -1.74134 -0.03134 -3.61571
N -2.07567 -0.54952 -2.39700
C -3.27644 -1.19315 -2.33835
H -4.53260 -0.60635 -5.44395
H -2.26045 0.44496 -5.61693
H -0.74363 0.37956 -3.70272
H -3.50448 -1.70769 -1.41227

---

No. 3
Below is a molecular structure, C33H21F10IN6O2Tc, with properties calculated with wB97M-V/def2-TZVPD.

Values from the calculation:
Kohn-Sham gap (alpha / beta) (eV): 5.87 / 6.42
E_HOMO (alpha / beta) (eV): -6.778 / -7.937
Multiplicity: 4
Total charge: 0
<S²>: 3.79

Positions of all 74 atoms, in Å:
Tc -0.82926 -0.02522 -0.24803
C 1.82764 1.53329 -0.88362
N 0.49801 1.72250 -0.26052
C -0.25002 2.74132 -1.03741
C -1.67995 2.84516 -0.53366
N -2.15736 1.51416 -0.13754
C -3.45993 1.51712 0.40266
C -4.52849 0.90516 -0.25067
F -4.34246 0.35748 -1.45227
C -5.80426 0.87755 0.27388
F -6.78991 0.28121 -0.39193
C -6.06840 1.49954 1.47741
F -7.29545 1.49483 1.97988
C -5.04540 2.14195 2.14318
F -5.28135 2.74826 3.30515
C -3.77279 2.13770 1.60801
F -2.80000 2.73598 2.31767
C 0.61960 2.13946 1.16709
C -0.11387 1.25424 2.15450
N 0.34706 -0.16473 2.12360
C -0.18661 -1.01259 3.18335
C -0.26049 -2.38637 2.96651
F 0.18120 -2.91595 1.83900
C -0.72706 -3.26917 3.92071
F -0.78091 -4.56387 3.65148
C -1.12539 -2.80351 5.15419
F -1.57309 -3.63660 6.07575
C -1.02897 -1.45655 5.42263
F -1.37781 -0.98794 6.61702
C -0.55417 -0.58755 4.46189
F -0.48043 0.69624 4.84570
H 2.38292 2.47704 -0.88737
H 2.40153 0.78701 -0.34312
H 1.69667 1.19154 -1.90955
H 0.25338 3.71149 -0.97146
H -0.23478 2.42215 -2.07956
H -1.75492 3.56585 0.28695
H -2.29620 3.25099 -1.34705
H 1.67372 2.20887 1.42668
H 0.19110 3.13360 1.29699
H 0.00299 1.73079 3.11842
H -1.17859 1.23242 1.95357
O 2.47178 -5.56481 -2.82394
C 2.74886 -5.15560 -1.67935
O 3.47807 -5.58558 -0.76731
C 2.04550 -3.80131 -1.33215
C 1.08086 -3.26209 -2.17138
C 0.47012 -2.08921 -1.81881
N 0.76710 -1.40360 -0.67192
C 1.79960 -1.85201 0.08438
C 2.39388 -3.08409 -0.21237
C 2.42109 -1.09301 1.18701
C 3.79607 -1.21486 1.36944
C 4.49817 -0.57487 2.37398
C 3.76795 0.21542 3.30498
C 2.43911 0.35836 3.14849
N 1.75787 -0.21411 2.07126
C -0.49733 -1.42794 -2.71573
C -0.72334 -1.83064 -4.02435
C -1.58418 -1.11165 -4.82738
C -2.19945 0.01680 -4.30622
C -1.94047 0.36971 -3.00262
N -1.11142 -0.33731 -2.21575
H 0.83534 -3.80406 -3.07483
H 3.11647 -3.53218 0.45693
H 4.33354 -1.82559 0.65921
H 5.57150 -0.68209 2.45274
H 4.25641 0.70267 4.13873
H 1.83513 0.94501 3.82624
H -0.21820 -2.70411 -4.40899
H -1.76918 -1.42237 -5.84793
H -2.88495 0.61339 -4.89238
H -2.41826 1.22128 -2.54492
I -2.58533 -1.96102 0.41836

---

No. 4
Below is 2 unconnected molecules or ions with the total composition C5H11NO, with properties calculated with wB97M-V/def2-TZVPD.

Values from the calculation:
Kohn-Sham gap (eV): 8.93
ΔE to the lowest compared entry with this formula, charge and spin (kJ/mol): 212.5
E_HOMO (eV): -8.070
Multiplicity: 1
Total charge: 0

Positions of all 18 atoms, in Å:
C 1.95174 -1.52502 -1.82117
C 1.03040 -1.63685 -0.87641
C 1.07083 -0.90343 0.43686
C -0.15683 0.00676 0.56114
C -1.35271 -0.52883 0.82869
N -2.52211 0.20200 0.97056
H 1.97915 -2.07615 -2.75720
H 2.76462 -0.80328 -1.82834
H 0.12545 -2.20654 -1.06159
H 1.09320 -1.60456 1.27262
H 1.97986 -0.30958 0.53037
H -0.03184 1.02921 0.23899
H -1.46898 -1.58902 0.98978
H -3.37970 -0.25015 0.65905
H -2.51605 1.16818 0.64454
O -0.27849 3.61872 -0.00264
H -0.10339 2.96514 0.68048
H -0.18517 4.44341 0.53427

---

No. 5
Below is a gas-phase ion, C6H10NS (charge +1), with properties calculated with wB97M-V/def2-TZVPD.

Values from the calculation:
Kohn-Sham gap (eV): 7.05
ΔE to the lowest compared entry with this formula, charge and spin (kJ/mol): 277.1
E_HOMO (eV): -13.093
Multiplicity: 1
Total charge: +1

Positions of all 18 atoms, in Å:
C -0.36213 0.23967 -0.34938
C 1.61891 1.98214 0.38453
C -0.08941 0.29855 1.15558
C 1.34459 1.01479 1.43433
C 2.48302 -0.01806 1.36956
C -2.01175 -0.10742 -1.98937
N -1.41880 -0.33660 -0.75486
S 2.18934 2.97582 -0.59955
H 0.25826 0.90257 -1.01927
H -0.94822 0.77121 1.69950
H -0.10398 -0.68740 1.71752
H 1.35858 1.61152 2.42181
H 3.42990 0.40381 1.65684
H 2.48294 -0.36995 0.25815
H 2.15604 -0.81451 1.97598
H -3.04393 0.34443 -1.76731
H -1.98421 -1.20544 -2.22825
H -1.50319 0.59954 -2.63553

---

No. 6
Below is a molecular structure, C7H8AlF9O10S3, with properties calculated with wB97M-V/def2-TZVPD.

Values from the calculation:
Kohn-Sham gap (eV): 9.39
ΔE to the lowest compared entry with this formula, charge and spin (kJ/mol): 1083.6
E_HOMO (eV): -9.050
Multiplicity: 1
Total charge: 0

Positions of all 38 atoms, in Å:
Al -21.62573 18.65323 -24.76095
C -21.88465 22.12452 -26.40645
F -21.15937 23.16637 -26.06079
F -22.92741 22.14387 -25.61343
F -22.18175 22.23744 -27.68332
S -20.87382 20.47828 -26.20007
O -19.64731 20.56629 -26.94936
O -20.71556 20.26087 -24.74065
O -21.76028 19.39186 -26.69822
C -22.67410 22.02415 -23.50246
F -23.40388 22.89719 -24.21862
F -21.41912 22.13808 -23.89959
F -22.82427 22.30551 -22.21062
S -23.30868 20.23990 -23.81334
O -23.04748 19.88708 -25.21003
O -22.51639 19.26706 -23.04694
O -24.71405 20.15246 -23.46435
C -20.15412 15.43826 -26.19362
F -19.49870 16.34654 -26.93175
F -20.79032 14.61835 -26.99675
F -19.30706 14.67894 -25.44033
S -21.39082 16.25840 -24.89757
O -22.37898 17.03726 -25.62587
O -21.97171 15.22270 -24.05241
O -20.66769 17.25501 -24.09474
C -17.71286 19.43796 -24.66590
C -17.79407 18.05644 -25.19242
C -19.19647 17.58923 -24.73401
O -19.96256 18.78499 -24.85819
C -19.12137 19.96717 -24.82190
H -16.98343 20.10777 -25.12131
H -17.43008 19.36735 -23.61559
H -16.95390 17.47327 -24.81542
H -17.75165 18.08202 -26.28130
H -19.17301 17.23655 -23.70291
H -19.53323 16.76471 -25.36237
H -19.21684 20.59917 -23.93898
H -19.18827 20.53570 -25.74947